Molecular formula: C2H8N2S
Method: DFT, ωB97M-V/def2-TZVPD

ORCA input file:
```
! RIJCOSX wB97M-V def2-TZVPD def2/J DEFGRID3
* xyz 0 1
C 1.1646 -1.5480 0.9858
S -0.5903 -1.8375 0.6159
H 1.4897 -2.2853 1.7218
H 1.8270 -1.5831 0.1241
H 1.3136 -0.5862 1.4811
N -0.8226 1.1460 0.5229
C -0.5344 1.4398 -0.7016
N -0.3371 0.5221 -1.6255
H -1.0484 0.0682 0.6825
H -1.1538 1.8859 1.1136
H -0.4060 2.4697 -1.0189
H -0.5143 0.7661 -2.5885
H -0.3879 -0.4578 -1.3132
*
```

Results
HOMO-LUMO gap in Eh: 0.2645
Relative energy (zero: lowest compared OMol25 entry of this formula, charge and spin) in kcal/mol: 11.2
HOMO level in eV: -6.9532
LUMO energy in eV: 0.245
Calculated total energy in eV: -16018.3077

Molecular formula: C2H8N2S2
Method: DFT, ωB97M-V/def2-TZVPD

ORCA input file:
```
! RIJCOSX wB97M-V def2-TZVPD def2/J DEFGRID3
* xyz 0 1
H 0.3408 -0.7956 1.7046
N 0.3909 -0.0739 1.0511
C 1.2449 0.8177 1.3818
N 2.3032 0.7604 2.2977
H 1.6407 1.5441 0.6536
H 2.5182 -0.1530 2.4253
H 3.0765 1.3777 2.0770
C -1.0799 -1.0141 -2.3071
S -1.3526 0.8005 -1.8296
S -3.2781 0.4751 -0.7637
H 0.0481 -0.9753 -2.3729
H -1.5581 -1.7233 -1.5481
H -1.3586 -1.2808 -3.3362
H -2.9358 0.2405 0.5666
*
```

Results
HOMO-LUMO gap in Eh: 0.3315
Relative energy (zero: lowest compared OMol25 entry of this formula, charge and spin) in kcal/mol: 38.8
HOMO level in eV: -8.7335
LUMO energy in eV: 0.287
SMILES: [H]/N=C\N.CSS
Calculated total energy in eV: -26852.7616

Molecular formula: C2H8N3
Method: DFT, ωB97M-V/def2-TZVPD

ORCA input file:
```
! RIJCOSX wB97M-V def2-TZVPD def2/J DEFGRID3
* xyz 1 1
C 0.4283 -0.4735 -0.8412
C -0.1722 0.2627 2.5661
N 0.5706 -0.7238 0.5685
N 1.2203 -1.1201 -1.6275
N -0.1745 0.1004 1.2638
H -2.1138 -0.2728 -2.6654
H 0.6487 -0.2365 3.0272
H -0.7320 1.0235 2.9778
H -2.5522 -0.2310 -3.3186
H 1.3848 -1.0617 1.0572
H 1.9643 -1.8283 -1.4966
H 1.0893 -0.8661 -2.5631
H -0.6513 0.8395 0.7002
*
```

Results
HOMO-LUMO gap in Eh: 0.3228
Relative energy (zero: lowest compared OMol25 entry of this formula, charge and spin) in kcal/mol: 126.1
HOMO level in eV: -13.9255
LUMO energy in eV: -5.141
Calculated total energy in eV: -6663.1624

Molecular formula: C2H8N3
Method: DFT, ωB97M-V/def2-TZVPD

ORCA input file:
```
! RIJCOSX wB97M-V def2-TZVPD def2/J DEFGRID3
* xyz 1 1
N 2.4965 0.4761 -0.0239
C 1.3628 -0.2247 0.2412
N 0.2268 -0.1267 -0.3909
C -1.0729 -0.6434 0.0164
N -1.9572 0.7101 -0.0255
H 3.2541 0.5006 0.6463
H 2.4786 1.2320 -0.6917
H 1.3894 -1.0050 1.0504
H 0.1300 0.6971 -0.9926
H -0.9398 -0.9772 1.0574
H -1.3375 -1.2083 -0.8313
H -1.9658 1.0210 0.9107
H -2.8358 0.6380 -0.5159
*
```

Results
HOMO-LUMO gap in Eh: 0.3861
Relative energy (zero: lowest compared OMol25 entry of this formula, charge and spin) in kcal/mol: 37.6
HOMO level in eV: -14.2738
LUMO energy in eV: -3.768
SMILES: N/C=[NH+]/CN
Calculated total energy in eV: -6666.9977

Molecular formula: C2H8N3
Method: DFT, ωB97M-V/def2-TZVPD

ORCA input file:
```
! RIJCOSX wB97M-V def2-TZVPD def2/J DEFGRID3
* xyz 1 1
C 1.6087 -0.5131 -0.3118
C -0.8324 0.8696 -0.2609
N -1.9080 -0.8993 0.9234
N -1.8771 0.4523 0.4159
N 2.5329 0.2471 -0.8385
H 1.4426 -0.5385 0.7679
H 1.2069 -1.3154 -0.9943
H -0.9246 1.9006 -0.6403
H -2.8370 -1.2497 0.9367
H -1.6307 -0.7738 1.9244
H -2.8329 0.9866 0.3191
H 2.7791 -0.0282 -1.8585
H 3.2726 0.8616 -0.3831
*
```

Results
HOMO-LUMO gap in Eh: 0.3141
Relative energy (zero: lowest compared OMol25 entry of this formula, charge and spin) in kcal/mol: 120.4
HOMO level in eV: -12.7867
LUMO energy in eV: -4.239
Calculated total energy in eV: -6663.4099

Molecular formula: C2H8N3O
Method: DFT, ωB97M-V/def2-TZVPD

ORCA input file:
```
! RIJCOSX wB97M-V def2-TZVPD def2/J DEFGRID3
* xyz 1 1
C 1.1746 -0.8246 1.2031
N 2.4777 -0.6706 1.6995
O 0.5410 -0.0580 0.3909
H 0.5295 -1.7207 1.5381
H 2.7291 -1.3671 2.5090
H 2.9704 0.2586 1.4450
N -1.8347 -0.1152 -0.2247
C -1.6510 0.6122 -1.2775
N -0.6102 1.2651 -1.7144
H -0.9954 -0.6253 0.2314
H -2.7494 -0.3850 0.1728
H -2.4251 0.6107 -2.0811
H -0.4720 1.9653 -2.5683
H 0.3153 1.0545 -1.3238
*
```

Results
HOMO-LUMO gap in Eh: 0.4278
Relative energy (zero: lowest compared OMol25 entry of this formula, charge and spin) in kcal/mol: 43.4
HOMO level in eV: -14.7010
LUMO energy in eV: -3.059
Calculated total energy in eV: -8714.5919

Molecular formula: C2H8N3O2
Method: DFT, ωB97M-V/def2-TZVPD

ORCA input file:
```
! RIJCOSX wB97M-V def2-TZVPD def2/J DEFGRID3
* xyz 1 1
C -0.6512 0.6967 1.4522
C -0.6960 1.3091 0.0906
N 0.4299 0.7345 -0.7891
N 1.4116 -1.2920 -0.1841
N 0.6630 -0.4919 -0.8468
O 1.3904 -2.4908 -0.2682
O -0.6254 -1.4583 -1.7563
H -1.6352 0.9957 1.8593
H -0.4540 -0.4715 1.4506
H 0.1861 1.1552 1.9452
H -1.4961 0.9541 -0.4291
H -0.5693 2.3030 0.0724
H 0.4660 1.2967 -1.5584
H 2.0879 -0.8163 0.4658
H -0.5078 -2.4241 -1.5041
*
```

Results
HOMO-LUMO gap in Eh: 0.3370
Relative energy (zero: lowest compared OMol25 entry of this formula, charge and spin) in kcal/mol: 223.3
HOMO level in eV: -15.6524
LUMO energy in eV: -6.482
Calculated total energy in eV: -10753.9814

Molecular formula: C2H8N3O3
Method: DFT, ωB97M-V/def2-TZVPD

ORCA input file:
```
! RIJCOSX wB97M-V def2-TZVPD def2/J DEFGRID3
* xyz 1 1
C 2.7259 -0.4074 1.1805
C -0.0520 0.2396 -1.2599
N 0.0931 -1.1544 -1.0569
N -1.9245 0.2675 2.1069
N -1.2067 0.7546 -1.3515
O 2.6485 0.6984 1.4702
O 0.8907 1.0235 -1.6520
O 2.7009 -1.4379 0.7129
H 1.0830 -1.6128 -1.0480
H -0.6757 -1.8806 -0.8948
H -1.7129 -0.3292 2.9275
H -1.7083 1.1643 2.5118
H -1.2882 1.6734 -1.7104
H -1.2404 0.1979 1.2649
H -2.1462 0.2677 -1.6378
H 1.8127 0.5354 -1.5638
*
```

Results
HOMO-LUMO gap in Eh: 0.3419
Relative energy (zero: lowest compared OMol25 entry of this formula, charge and spin) in kcal/mol: 0.0
HOMO level in eV: -13.3790
LUMO energy in eV: -4.076
Calculated total energy in eV: -12809.9011

Molecular formula: C2H8N3O3S
Method: DFT, ωB97M-V/def2-TZVPD

ORCA input file:
```
! RIJCOSX wB97M-V def2-TZVPD def2/J DEFGRID3
* xyz 1 1
C 1.7470 -1.0136 1.1399
S 1.1535 -0.3275 -0.3665
O 1.5759 -0.6845 -1.6640
O 1.8574 1.1188 -0.1547
O -0.5276 -1.5972 -0.3992
C -1.2846 -0.6393 -0.2747
N -2.6031 -0.5576 -0.1645
N -0.6040 0.5665 -0.3414
N -1.0186 1.8663 -0.1056
H 2.1073 -2.0461 1.0479
H 2.4389 -0.2551 1.4384
H 0.7875 -1.1697 1.6310
H 2.4584 1.1993 -0.9108
H -3.0451 0.3127 -0.4123
H -3.1697 -1.3747 -0.4827
H -0.7456 2.4872 -0.8632
H -1.1276 2.1145 0.8824
*
```

Results
HOMO-LUMO gap in Eh: 0.3686
Relative energy (zero: lowest compared OMol25 entry of this formula, charge and spin) in kcal/mol: 53.3
HOMO level in eV: -14.4832
LUMO energy in eV: -4.453
SMILES: CS1(=O)(O)OC(N)=[N+]1N
Calculated total energy in eV: -23642.1256

Molecular formula: C2H8N3OS
Method: DFT, ωB97M-V/def2-TZVPD

ORCA input file:
```
! RIJCOSX wB97M-V def2-TZVPD def2/J DEFGRID3
* xyz 1 1
N 0.9751 -0.9043 1.0949
C 1.5821 0.2469 0.3652
C 0.5171 1.1695 -0.0582
N -0.7001 0.7495 -0.0703
N -1.9329 1.2175 -0.3333
O -2.8657 -0.0579 -0.0725
S -4.3453 -0.1531 -0.5501
H 0.9264 -0.8200 2.1073
H 1.3588 -1.7929 0.9052
H 1.9685 -0.1748 -0.6612
H 2.4226 0.9077 0.6614
H 0.9103 2.0576 -0.4942
H -0.7038 -0.2055 0.4620
H -2.0319 1.4579 -1.2605
H -5.0347 0.2815 0.4889
*
```

Results
HOMO-LUMO gap in Eh: 0.3306
Relative energy (zero: lowest compared OMol25 entry of this formula, charge and spin) in kcal/mol: 101.2
HOMO level in eV: -13.2775
LUMO energy in eV: -4.283
SMILES: NC/C=[NH+]/NOS
Calculated total energy in eV: -19545.2319

Molecular formula: C2H8N4
Method: DFT, ωB97M-V/def2-TZVPD

ORCA input file:
```
! RIJCOSX wB97M-V def2-TZVPD def2/J DEFGRID3
* xyz 0 1
C 1.0913 -0.6027 0.2138
C 1.1492 0.9148 0.1903
N 0.2236 -0.7947 -0.9927
N 0.0128 1.2853 -0.5446
N -0.7083 0.1654 -0.9588
N -1.8257 -0.3584 0.5739
H 2.0152 -1.2362 0.1760
H 0.4418 -0.8725 1.0061
H 1.3007 1.1750 1.1627
H 1.9976 1.3641 -0.3199
H -0.1412 -1.7351 -1.2209
H -0.7978 1.7828 -0.0348
H -2.1219 -1.3337 0.4352
H -2.6374 0.2457 0.3138
*
```

Results
HOMO-LUMO gap (spin up / spin down) in Eh: 0.3243 / 0.3242
Relative energy (zero: lowest compared OMol25 entry of this formula, charge and spin) in kcal/mol: 108.9
HOMO level (spin up / spin down) in eV: -7.7296 / -7.7286
LUMO energy (spin up / spin down) in eV: 1.094 / 1.094
Calculated total energy in eV: -8159.5293

Molecular formula: C2H8N4
Method: DFT, ωB97M-V/def2-TZVPD

ORCA input file:
```
! RIJCOSX wB97M-V def2-TZVPD def2/J DEFGRID3
* xyz 0 1
H -2.4094 -2.9645 0.9641
N -1.6141 -2.4065 0.7066
C -1.6442 -1.1671 0.9507
N -0.6928 -0.2716 0.5999
H -2.5576 -0.6216 1.2852
H 0.3146 -0.5590 0.5333
H -0.6995 0.5657 1.1581
H 2.5787 0.5300 0.7450
N 1.6457 0.7497 0.3862
C 1.6966 1.1330 -0.8470
N 0.5762 1.1998 -1.5799
H 2.6446 1.5390 -1.2587
H -0.3070 0.9236 -1.0767
H 0.4683 1.3495 -2.5668
*
```

Results
HOMO-LUMO gap in Eh: 0.3691
Relative energy (zero: lowest compared OMol25 entry of this formula, charge and spin) in kcal/mol: 17.9
HOMO level in eV: -9.0608
LUMO energy in eV: 0.983
SMILES: [H]/N=C/N.[H]/N=C/N
Calculated total energy in eV: -8163.4767

Molecular formula: C2H8N4O
Method: DFT, ωB97M-V/def2-TZVPD

ORCA input file:
```
! RIJCOSX wB97M-V def2-TZVPD def2/J DEFGRID3
* xyz 0 1
C 2.1024 0.4520 -0.0765
C 0.6803 0.2275 0.4290
O 0.3447 0.6394 1.5790
H 0.3024 -1.1350 0.3097
H 2.3391 1.5173 -0.0524
H 2.7889 -0.0693 0.5919
H 2.2410 0.0815 -1.0957
N -0.3111 0.5273 -0.6555
N -1.4443 1.1635 -0.2303
N -0.8588 -1.7963 -0.2623
N -1.9112 -1.6088 0.2642
H -0.0926 0.4324 -1.6399
H -1.6958 0.8084 0.7022
H -2.2467 1.0326 -0.8520
H -2.2381 -2.2726 0.9885
*
```

Results
HOMO-LUMO gap (spin up / spin down) in Eh: 0.2826 / 0.2543
Relative energy (zero: lowest compared OMol25 entry of this formula, charge and spin) in kcal/mol: 164.8
HOMO level (spin up / spin down) in eV: -7.5393 / -7.6921
LUMO energy (spin up / spin down) in eV: 0.150 / -0.773
Calculated total energy in eV: -10205.4657

Molecular formula: C2H8N4O
Method: DFT, ωB97M-V/def2-TZVPD

ORCA input file:
```
! RIJCOSX wB97M-V def2-TZVPD def2/J DEFGRID3
* xyz 0 1
C -2.2729 0.0660 -0.1443
C -0.0161 -0.2108 0.3012
H -3.1305 -0.7073 -0.5067
H -1.8982 0.7272 -0.9119
H -2.6111 0.4871 0.9334
H 0.3101 -2.2358 0.5115
H 1.9953 0.0635 -0.5220
H 1.7201 -1.7418 -1.1048
H 1.5360 2.0736 1.4023
H 1.1469 2.5104 -0.4154
N 0.8053 -1.4353 0.4226
N 2.0807 -1.2304 -0.2048
N 0.1891 0.9309 -0.0839
N 1.3680 1.5266 0.1341
O -1.2226 -0.8238 0.1885
*
```

Results
HOMO-LUMO gap in Eh: 0.2985
Relative energy (zero: lowest compared OMol25 entry of this formula, charge and spin) in kcal/mol: 197.9
HOMO level in eV: -7.8668
LUMO energy in eV: 0.255
Calculated total energy in eV: -10204.0300

Molecular formula: C2H8N4O
Method: DFT, ωB97M-V/def2-TZVPD

ORCA input file:
```
! RIJCOSX wB97M-V def2-TZVPD def2/J DEFGRID3
* xyz 2 1
C -0.5296 1.2145 0.0280
C -2.5249 -0.2219 0.4840
N -1.4077 0.3714 0.3591
N 0.7618 0.9004 -0.1993
N 1.1499 -0.4059 -0.2770
N 2.4784 -0.6343 0.2075
O -3.2318 -0.5522 -0.5329
H -0.7560 2.2817 -0.0136
H -2.8157 -0.4973 1.5040
H 1.3621 1.6538 -0.5406
H 1.1163 -0.8828 -1.7365
H 3.2249 0.0007 -0.1550
H 2.7467 -1.6118 -0.0174
H 2.4746 -0.5608 1.2506
H -4.0490 -1.0555 -0.3609
*
```

Results
HOMO-LUMO gap in Eh: 0.3710
Relative energy (zero: lowest compared OMol25 entry of this formula, charge and spin) in kcal/mol: 71.4
HOMO level in eV: -18.9749
LUMO energy in eV: -8.881
Calculated total energy in eV: -10189.6974

Molecular formula: C2H8N4O2
Method: DFT, ωB97M-V/def2-TZVPD

ORCA input file:
```
! RIJCOSX wB97M-V def2-TZVPD def2/J DEFGRID3
* xyz 0 1
H -1.2279 -2.5503 1.5258
N -0.7605 -1.7900 1.0619
C 0.2910 -2.0136 0.3807
O 1.2936 -2.6602 0.3691
N 0.4419 -0.5814 -0.7450
C -0.1573 0.7949 -0.2344
N -0.1973 1.6865 -1.3507
N 0.8270 1.2304 0.7445
O -1.4005 0.5311 0.2246
H 1.4287 -0.4692 -0.9604
H -0.0569 -0.8001 -1.6037
H -1.1020 2.1310 -1.4167
H 0.5553 2.3610 -1.3411
H 0.9184 0.5297 1.4721
H 0.4836 2.0780 1.1868
H -1.3371 -0.4777 0.6866
*
```

Results
HOMO-LUMO gap in Eh: 0.3914
Relative energy (zero: lowest compared OMol25 entry of this formula, charge and spin) in kcal/mol: 44.2
HOMO level in eV: -9.9244
LUMO energy in eV: 0.725
SMILES: [H]/N=C(\[O-])[NH2+]C(N)(N)O
Calculated total energy in eV: -12259.1401

Molecular formula: C2H8N6
Method: DFT, ωB97M-V/def2-TZVPD

ORCA input file:
```
! RIJCOSX wB97M-V def2-TZVPD def2/J DEFGRID3
* xyz 0 1
C -0.3351 -0.3233 -0.2924
C 1.0859 0.0260 -0.3459
H -0.6601 2.9443 -0.3185
H -1.2141 1.7531 1.1614
H -2.2190 0.5351 0.0639
H 1.4356 1.3536 -0.1149
H 3.5491 -1.5836 -0.0086
H 3.2012 0.7476 0.6554
H -2.4032 -2.4110 0.3739
H -2.4122 -1.2891 -0.8437
N -0.5302 1.8337 0.2068
N -1.3180 0.6830 -0.5916
N 1.7565 -1.0651 -0.2165
N 2.9797 -0.3253 0.0140
N -0.7412 -1.4663 0.1253
N -2.1747 -1.4128 0.1312
*
```

Results
HOMO-LUMO gap in Eh: 0.3028
Relative energy (zero: lowest compared OMol25 entry of this formula, charge and spin) in kcal/mol: 260.1
HOMO level in eV: -7.9192
LUMO energy in eV: 0.321
Calculated total energy in eV: -11132.7804

Molecular formula: C2H8NO
Method: DFT, ωB97M-V/def2-TZVPD

ORCA input file:
```
! RIJCOSX wB97M-V def2-TZVPD def2/J DEFGRID3
* xyz -1 1
N 0.0162 2.0929 0.1566
C -0.4008 0.9843 1.0742
O -1.2350 0.0758 0.5579
H 0.5205 1.6800 -0.6199
H -0.8300 2.4623 -0.2642
H 0.5804 0.5687 1.4222
H -0.8354 1.5225 1.9535
C 0.4329 -1.8770 -0.8573
H 1.3688 -1.4686 -1.2530
H -0.0890 -2.3917 -1.6726
H -0.1926 -1.0470 -0.4209
H 0.6640 -2.6023 -0.0765
*
```

Results
HOMO-LUMO gap in Eh: 0.2628
Relative energy (zero: lowest compared OMol25 entry of this formula, charge and spin) in kcal/mol: 4.9
HOMO level in eV: -2.4860
LUMO energy in eV: 4.665
Calculated total energy in eV: -5740.9633

Molecular formula: C2H8NO
Method: DFT, ωB97M-V/def2-TZVPD

ORCA input file:
```
! RIJCOSX wB97M-V def2-TZVPD def2/J DEFGRID3
* xyz 0 2
O 0.8777 -2.4486 0.2901
H 0.2495 -2.3356 1.0149
C 0.6751 1.4117 -0.7006
N -0.2383 0.3944 -0.2749
C -1.3670 0.7567 0.5117
H 1.5354 1.3811 -0.0303
H 1.0089 1.0942 -1.6955
H 0.2161 2.3937 -0.8744
H 0.9335 -1.5914 -0.1271
H -1.5201 1.8526 0.4506
H -1.1901 0.5704 1.5768
H -2.2447 0.2571 0.1092
*
```

Results
⟨S²⟩: 0.7540
HOMO-LUMO gap (spin up / spin down) in Eh: 0.3875 / 0.3482
Relative energy (zero: lowest compared OMol25 entry of this formula, charge and spin) in kcal/mol: 12.3
HOMO level (spin up / spin down) in eV: -9.6060 / -9.6874
LUMO energy (spin up / spin down) in eV: 0.938 / -0.211
Calculated total energy in eV: -5739.1702

Molecular formula: C2H8NO
Method: DFT, ωB97M-V/def2-TZVPD

ORCA input file:
```
! RIJCOSX wB97M-V def2-TZVPD def2/J DEFGRID3
* xyz 0 2
C -0.7166 0.3206 -0.5964
C -1.8137 1.0603 -0.7056
N 0.4609 0.7908 0.0264
H -0.4958 -0.6278 -1.1907
H -2.4223 0.7777 -1.5682
H -2.1908 1.7446 0.0526
H 1.0727 0.0247 0.2567
H 0.3507 1.3471 0.8827
H 1.0004 1.3573 -0.5931
H 2.2793 -1.8547 1.4294
H 0.7058 -2.0554 1.4702
O 1.4569 -1.8168 0.8610
*
```

Results
⟨S²⟩: 0.7530
HOMO-LUMO gap (spin up / spin down) in Eh: 0.1538 / 0.3241
Relative energy (zero: lowest compared OMol25 entry of this formula, charge and spin) in kcal/mol: 60.9
HOMO level (spin up / spin down) in eV: -3.6037 / -8.5476
LUMO energy (spin up / spin down) in eV: 0.580 / 0.273
Calculated total energy in eV: -5737.0656